Entry 1:
Entry from the OMol25 dataset: a structure of composition C43H40F3N5NiO3Te (ωB97M-V/def2-TZVPD).

Its charge is +1. The multiplicity is 4. The expectation value of S² is 3.76. For the HOMO energy (alpha / beta), the calculation gives -10.27 / -10.24 eV.

```
96
C43H40F3N5NiO3Te, DFT ωB97M-V/def2-TZVPD
H 2.444 -2.288 -0.095
H 1.877 -0.153 -4.528
C 8.945 1.527 -3.184
C 0.736 3.032 -4.370
C -1.957 -3.642 -2.343
C 8.907 -1.326 -3.116
H -2.008 5.124 -0.893
H -3.734 1.846 3.677
C 9.969 0.773 -3.716
C -4.817 2.968 -1.213
H -6.654 1.237 -2.073
C -5.937 0.745 -1.426
C 0.612 0.634 -2.990
H -5.293 -2.270 -0.066
C 4.705 0.030 -1.078
H -0.539 3.815 -2.827
H -6.921 -2.311 -2.145
C -4.563 2.115 3.016
H -4.684 1.335 2.267
C 1.411 1.920 -4.848
N 6.710 1.221 -2.024
Te -2.314 1.812 0.871
C -7.261 -1.384 -1.681
C -2.264 -4.596 -1.386
H -2.179 -1.045 0.998
H -1.855 -5.283 0.612
C -0.010 2.950 -3.203
H -3.391 -0.819 2.256
H 8.879 -2.407 -3.088
C -3.312 -5.638 -1.683
C -0.078 1.747 -2.506
H -1.481 6.327 0.285
C -4.305 3.466 2.389
C -0.762 -3.509 0.095
C 9.951 -0.632 -3.684
N -0.483 -2.561 -0.810
H -5.475 2.143 3.610
C -5.672 6.980 2.815
C 6.038 0.080 -1.661
H 10.813 1.273 -4.171
H 10.779 -1.175 -4.120
Ni 0.160 -0.813 0.205
H -0.824 -1.870 -2.729
H -0.933 4.651 0.421
H -5.403 7.909 2.316
H 4.797 -2.103 -0.890
H 6.415 2.169 -1.873
C 7.886 0.827 -2.613
H -6.721 6.763 2.613
H -7.932 -1.650 -0.862
H -2.403 -3.678 -3.327
C -3.311 3.676 1.411
C 4.176 -1.229 -0.766
O -1.565 2.699 -0.857
H -5.568 7.125 3.892
H -3.794 3.281 -1.410
H 1.940 1.799 -0.259
C -1.065 -2.641 -2.009
H 1.979 1.987 -5.766
C -4.892 1.500 -0.898
H -5.190 3.550 -0.369
C 7.858 -0.582 -2.573
H -3.414 -2.272 1.263
C -5.051 4.552 2.821
C -6.096 -0.602 -1.144
C 2.595 0.953 -0.424
O 0.052 -0.315 2.067
C -4.122 -0.511 0.257
H 8.963 2.608 -3.218
C -2.965 4.976 1.030
H -7.825 -0.807 -2.410
H -0.255 -3.438 1.052
H 0.573 -0.283 -2.424
H 0.786 3.966 -4.913
H 4.246 2.147 -1.032
H -3.499 7.035 1.161
N 2.078 -0.249 -0.191
F -3.251 -6.671 -0.839
N 6.699 -1.006 -1.976
C -3.748 6.032 1.488
C -1.776 5.286 0.160
F -3.198 -6.108 -2.930
F -4.538 -5.090 -1.570
C -3.225 -1.199 1.245
C -0.878 1.632 -1.270
C -1.647 -4.543 -0.147
C -4.812 5.838 2.353
N -1.012 0.600 -0.527
C -5.173 -1.218 -0.305
C 3.891 1.140 -0.861
H -5.833 4.393 3.556
C -3.979 0.854 -0.060
H -5.426 3.203 -2.085
O -0.337 0.902 2.355
C 1.349 0.716 -4.156
C 2.876 -1.322 -0.333
```

Atom charges from the Mulliken analysis, given in e for atoms 1 to 8:
1 H 0.44
2 H 0.49
3 C -1.01
4 C -0.83
5 C -1.03
6 C -0.75
7 H 0.20
8 H 0.31

=====

Entry 2:
Entry from the OMol25 dataset: a structure of composition C4H9NO2 (ωB97M-V/def2-TZVPD).

Its charge is -2. For the HOMO energy, the calculation gives 1.47 eV. The value obtained for the energy relative to the best compared isomer or geometry (same formula, charge and spin) is 197.0 kcal per mole.

```
16
C4H9NO2, DFT ωB97M-V/def2-TZVPD
H -1.156 -2.465 -1.759
H 1.956 1.215 1.338
H 1.364 -0.388 1.867
H -0.493 -0.775 1.257
C -0.415 1.269 -0.121
C 1.850 0.126 1.018
H -1.372 1.406 -1.933
O -2.244 -0.912 0.743
C -0.676 -0.209 0.336
H -0.656 -2.385 -1.206
H -1.698 -0.460 -0.256
C 0.736 0.194 -0.086
H -0.684 1.932 0.711
N -0.614 1.831 -1.396
O 3.026 -0.406 0.595
H 1.075 0.028 -1.108
```

Atom charges from the natural (NBO) analysis, given in e for atoms 1 to 8:
1 H -0.05
2 H 0.07
3 H 0.07
4 H 0.25
5 C -0.04
6 C -0.03
7 H 0.28
8 O -0.78

=====

Entry 3:
Entry from the OMol25 dataset: a structure of composition C21H35N2O20S2 (ωB97M-V/def2-TZVPD).

Its charge is -1. For the HOMO energy, the calculation gives -5.09 eV.

```
80
C21H35N2O20S2, DFT ωB97M-V/def2-TZVPD
H -1.427 -0.586 -0.957
O 0.110 3.274 1.390
H -8.176 -0.492 -1.878
H -7.961 0.465 0.349
H -7.900 3.154 -1.112
O -4.544 2.128 0.407
H 2.856 4.531 3.630
H 1.573 1.440 -3.795
O 0.925 -7.489 -5.146
C -8.303 0.584 -1.772
O 3.132 -0.317 -2.669
C -5.693 2.021 0.139
O 3.229 -1.819 -0.983
C 2.233 0.965 -4.521
C -3.019 -0.804 0.477
H -8.731 2.753 0.412
H -2.532 1.750 -0.684
H 2.810 0.386 0.868
H 1.089 -8.100 -0.959
H -0.776 1.684 -0.484
O 4.490 -0.839 2.887
S 3.895 1.748 4.465
H 2.518 -7.313 -1.671
O 5.462 1.564 4.163
N 2.265 -0.412 1.157
C 1.448 -7.497 -1.788
O -6.667 2.884 0.516
H 1.107 -1.065 2.727
O -6.221 1.008 -0.595
C -7.857 2.550 -0.202
N 3.363 0.331 4.861
C 1.911 -0.353 2.546
H -9.370 0.807 -1.762
O 2.219 3.924 1.036
O -0.660 -2.450 2.279
H 1.283 -5.223 -0.187
C 2.554 6.653 3.394
O 3.856 2.623 5.600
O -0.816 -0.579 1.028
C 1.036 3.965 1.674
C 1.545 -1.413 -3.895
S 3.280 -0.778 3.689
H 2.711 -1.278 0.903
C -1.740 -0.152 0.000
C 1.206 -5.016 -1.254
H -3.699 -1.069 -0.329
O -2.536 -1.991 1.121
C 2.839 -1.484 -2.048
C -1.728 1.351 -0.073
H 3.596 6.973 3.385
H -0.389 -6.366 -1.756
H 2.188 -4.736 -1.633
O 2.896 -2.021 4.318
C 0.669 -6.213 -1.987
H 3.475 -0.790 -4.638
C -7.655 1.077 -0.504
C -1.268 -1.736 1.548
H 0.598 -0.948 -3.605
O 0.775 -6.050 -3.421
H -7.845 1.060 -2.640
H 5.556 1.353 3.224
H 1.512 0.621 2.815
H 3.096 1.616 -4.658
C 0.971 -7.261 -3.979
H 2.923 5.850 0.873
H -1.800 1.761 0.931
H 2.177 6.740 4.413
H 0.554 -4.155 -1.387
O 2.005 -2.230 -2.819
C 2.660 -0.393 -4.025
O 1.062 4.868 2.680
H 1.966 7.324 2.764
O 1.231 -8.188 -3.027
H 4.073 4.664 1.557
C 3.034 4.980 1.531
H -3.545 -0.191 1.211
O 3.343 2.278 3.234
H 1.395 -2.019 -4.786
C 2.443 5.233 2.903
H 1.713 0.873 -5.475
```

Atom charges from the Mulliken analysis, given in e for atoms 1 to 8:
1 H -0.04
2 O -0.52
3 H 0.35
4 H 0.27
5 H 0.30
6 O -0.40
7 H -0.06
8 H 0.31

=====

Entry 4:
Entry from the OMol25 dataset: the molecule C11H11Cl (ωB97M-V/def2-TZVPD).

For the HOMO energy, the calculation gives -8.53 eV. The SMILES is C=C[C@]1(Cl)C[C@H]1c1ccccc1. The value obtained for the energy relative to the best compared isomer or geometry (same formula, charge and spin) is 25.0 kcal per mole.

```
23
C11H11Cl, DFT ωB97M-V/def2-TZVPD
H -2.677 -1.932 -2.062
H -0.947 -2.468 -3.872
C -1.256 -0.967 -0.894
Cl -1.127 2.069 0.252
H 1.793 3.756 2.571
C -0.590 -0.162 1.942
C 0.664 -1.478 -2.686
C -0.106 1.114 1.392
C 1.112 -0.997 -1.451
C -0.627 -2.020 -2.899
H 0.636 3.870 1.327
H 1.386 1.484 2.901
H 1.365 -0.608 1.124
C 0.074 -0.670 -0.518
H -1.579 -0.481 1.668
C 1.151 3.204 1.936
H 2.051 -0.703 -1.079
H -0.318 -0.327 3.003
H 1.410 -1.936 -3.340
C 0.857 1.952 2.150
C -1.638 -1.617 -2.028
H -2.037 -0.835 -0.231
C 0.402 -0.247 0.794
```

Atom charges from the natural (NBO) analysis, given in e for atoms 1 to 8:
1 H 0.21
2 H 0.22
3 C -0.19
4 Cl -0.04
5 H 0.19
6 C -0.41
7 C -0.21
8 C -0.03

=====

Entry 5:
Entry from the OMol25 dataset: a cluster of 11 separate species, C32H54Br12O15 in total (ωB97M-V/def2-TZVPD).

For the HOMO energy, the calculation gives -10.12 eV. The SMILES is C[C@H]1COC(=O)O1.C[C@H]1COC(=O)O1.C[C@H]1COC(=O)O1.C[C@H]1COC(=O)O1.C[C@H]1COC(=O)O1.BrCCBr.BrCCBr.BrCCBr.BrCCBr.BrCCBr.BrCCBr. The value obtained for the energy relative to the best compared isomer or geometry (same formula, charge and spin) is 89.2 kcal per mole.

```
113
C32H54Br12O15, DFT ωB97M-V/def2-TZVPD
H 33.029 6.422 -11.180
H 35.225 7.273 -21.126
O 31.092 4.843 -5.647
Br 28.158 3.591 -17.857
H 28.938 9.174 -18.417
O 35.678 4.601 -21.144
O 31.977 6.958 -15.301
Br 28.323 9.759 -20.785
C 27.705 11.007 -18.321
C 35.497 3.340 -21.583
O 31.162 5.768 -13.623
C 37.597 4.374 -15.875
H 29.746 10.706 -18.906
H 40.201 4.856 -9.051
C 28.403 1.403 -16.290
O 33.446 13.527 -17.566
O 33.097 6.708 -13.326
C 25.406 3.371 -9.240
H 23.389 5.010 -5.805
C 39.615 4.402 -8.252
C 33.779 12.905 -15.372
H 23.933 5.473 -8.245
H 30.294 3.801 -12.441
H 33.200 12.228 -14.743
H 25.923 3.989 -6.485
H 32.024 7.271 -2.344
C 24.326 4.608 -7.711
C 29.343 2.207 -17.123
C 33.878 12.414 -16.800
C 30.256 10.837 -7.802
O 26.385 3.955 -8.520
H 32.937 3.701 -20.267
H 30.169 2.695 -16.606
H 40.321 5.828 -6.945
H 35.924 12.833 -17.464
C 31.287 5.182 -4.478
O 32.409 15.472 -17.079
H 37.411 5.073 -15.060
H 35.051 -2.915 -10.888
H 26.782 10.441 -18.200
H 38.889 2.855 -16.697
C 35.293 11.973 -17.241
H 31.347 3.725 -11.040
H 32.878 5.731 -2.048
Br 35.718 -0.374 -11.510
O 36.421 2.573 -21.807
C 34.386 6.606 -21.324
C 31.258 4.126 -12.050
O 30.493 4.805 -3.464
H 33.519 5.015 -12.117
C 30.765 5.416 -2.266
C 31.468 5.553 -12.250
H 34.738 -1.508 -13.667
C 34.954 -2.949 -11.973
Br 28.181 11.458 -16.375
H 33.484 7.136 -21.018
H 26.083 5.600 -7.263
H 34.771 12.947 -14.924
C 32.063 6.210 -2.591
C 33.000 14.486 -16.740
H 35.236 11.305 -18.100
C 40.289 4.738 -6.950
Br 29.539 0.010 -15.492
O 32.174 6.051 -4.059
H 29.811 1.632 -17.922
O 25.669 2.801 -10.288
O 33.177 14.168 -15.469
C 23.366 4.274 -6.609
Br 32.020 12.273 -5.828
H 30.354 12.980 -7.648
H 30.634 4.723 -0.212
H 33.469 -1.408 -12.405
H 31.790 3.737 -1.253
C 38.884 3.517 -15.831
C 28.821 10.130 -18.929
C 32.037 6.531 -14.166
H 30.812 9.900 -7.798
H 23.579 3.302 -6.166
H 31.766 12.229 -8.357
H 35.790 11.420 -16.444
C 31.036 12.135 -7.553
Br 29.386 10.735 -9.625
O 34.214 3.051 -21.677
C 25.788 4.560 -7.404
H 29.507 10.710 -7.020
C 33.520 4.130 -21.082
Br 36.703 -3.621 -12.668
Br 36.064 3.119 -16.078
H 27.496 11.926 -18.867
H 38.955 2.850 -14.972
H 27.605 0.981 -16.900
H 32.840 4.511 -21.844
H 37.560 4.965 -16.789
H 31.989 3.566 -12.633
H 30.880 6.283 -11.694
H 29.929 6.067 -2.012
H 27.948 1.939 -15.457
H 29.985 3.646 -1.362
H 34.204 -3.685 -12.264
H 34.332 5.290 -19.602
H 39.551 3.344 -8.505
H 39.733 4.445 -6.060
Br 42.242 4.112 -6.982
H 22.316 4.264 -6.900
H 34.403 6.558 -22.413
C 32.932 5.932 -12.149
C 34.525 -1.595 -12.601
Br 37.862 5.265 -8.392
Br 40.495 4.605 -15.904
C 30.850 4.286 -1.186
O 24.203 3.601 -8.730
C 34.512 5.160 -20.669
H 33.224 11.543 -16.814
```

Atom charges from the Mulliken analysis, given in e for atoms 1 to 8:
1 H 0.33
2 H 0.34
3 O -0.59
4 Br -0.17
5 H 0.37
6 O -0.37
7 O -0.62
8 Br -0.15

=====

Entry 6:
Entry from the OMol25 dataset: a structure of composition C38H72F4I2N2O12SSi2 (ωB97M-V/def2-TZVPD).

For the HOMO energy, the calculation gives -9.10 eV. The value obtained for the energy relative to the best compared isomer or geometry (same formula, charge and spin) is 0.0 kcal per mole.

```
133
C38H72F4I2N2O12SSi2, DFT ωB97M-V/def2-TZVPD
H 3.165 -0.740 0.156
H 0.269 -8.145 -1.655
C -3.779 -1.419 6.040
C 0.211 2.407 -1.787
C -4.844 -2.076 3.101
H -5.216 -3.728 1.819
C -1.306 -5.619 -1.663
H 0.605 -1.271 -0.661
O -0.905 -6.695 -0.793
H -4.581 -4.590 4.024
H -1.748 -1.832 -6.958
C -1.426 -7.626 -2.907
O -2.016 -3.307 -4.022
C -0.960 1.231 5.290
H -5.177 -1.053 8.650
H 3.120 5.628 -3.374
C -0.795 -7.903 -1.553
H 1.434 1.027 -0.674
O 1.396 -3.006 -1.464
H -2.351 -5.374 -1.440
C -2.119 -1.924 -5.939
C 0.105 0.220 5.738
C 3.498 -2.851 -0.384
H -0.546 2.230 5.346
H 5.906 5.570 -2.976
F 1.765 -0.066 4.087
H 6.914 11.033 -5.182
H 1.929 0.618 -3.417
H 3.464 1.673 -1.873
O -3.352 0.375 3.874
H -5.729 -2.328 3.673
H -1.285 -8.717 -1.016
H -1.427 -5.607 1.620
H 5.724 9.800 -6.853
H -1.376 -0.176 -4.828
H -0.183 -1.445 -5.121
C 1.473 2.063 -1.014
H 4.290 7.574 -1.347
C -3.655 -5.776 2.514
C 2.462 -3.812 -0.948
H -0.520 -6.712 2.607
H -3.889 0.014 8.172
H 0.021 3.486 -1.778
C 2.627 -1.683 0.067
H 2.858 -4.442 -1.745
O -0.079 3.823 2.648
C 2.545 2.219 -2.087
H 2.173 -1.909 1.034
H -2.509 -1.512 -3.157
H 2.052 -4.459 -0.165
H 3.734 8.560 -3.930
H 4.254 12.229 -4.300
H -0.672 1.896 -1.401
H -1.015 -8.246 -3.702
C 5.233 12.324 -4.776
H -0.128 -5.982 -3.424
C -4.918 -0.263 7.963
H -5.111 -1.348 2.340
C 3.278 6.646 -3.007
O -1.672 -0.451 1.125
H 4.238 13.514 -6.322
H 2.317 7.043 -2.683
H -4.687 -7.294 4.484
C 1.562 -1.655 -1.018
O -1.800 -6.225 5.212
F -0.141 -1.551 2.580
N -2.534 -6.549 3.076
H -3.907 -7.137 6.051
C 5.624 6.600 -2.735
C 4.340 6.644 -1.918
H -1.741 1.214 6.044
C -1.154 -6.136 -3.080
H -1.823 -5.648 -3.779
H -0.787 -1.437 6.227
C -3.842 -4.437 3.247
C -5.090 -0.730 6.505
H 5.984 13.312 -6.561
H 0.210 0.343 6.812
H -1.296 -3.933 -5.843
H -3.477 -8.511 5.032
I -3.479 -3.411 6.775
H 4.093 -3.290 0.415
S -0.696 -0.173 2.113
H 1.883 -1.050 -1.875
I -6.811 -2.024 6.503
C -1.640 -1.984 -3.628
H 5.701 10.260 -4.156
H -3.125 -1.499 -5.902
C -1.038 3.144 2.730
F 2.355 -0.022 6.103
H -2.882 -4.155 3.664
H 4.173 9.999 -6.014
H -3.621 -3.094 1.584
H 2.183 2.167 -4.244
C -3.773 -7.471 5.037
C 5.842 10.943 -4.993
O 0.398 0.602 1.644
C 5.072 12.820 -6.206
H 4.178 -2.525 -1.176
H -0.835 -2.039 -2.894
H -2.504 -7.802 -2.859
N -2.065 2.498 2.908
H -2.259 -2.043 3.886
H -3.521 -5.627 1.452
H -4.545 -6.376 2.662
O -0.232 -1.117 5.517
C 1.502 0.503 5.226
H 4.251 5.811 -1.221
H 1.625 2.699 -0.144
H -0.693 -4.739 -1.467
C -4.356 -3.326 2.350
C 5.125 10.486 -6.254
H -0.969 -5.084 3.225
H -5.245 0.153 5.898
H -3.066 -3.882 -5.708
O 4.844 11.664 -7.016
H 2.798 3.276 -2.212
Si -1.829 0.938 3.648
O 0.441 2.008 -3.141
C -2.143 -3.362 -5.445
C 3.936 7.493 -4.085
H -5.546 0.599 8.151
C -2.620 -6.674 4.455
H 6.464 7.080 -2.231
Si -3.490 -1.286 4.158
C -1.235 -1.253 -4.897
H -2.975 -0.841 6.482
O 5.347 7.285 -3.962
H 5.846 12.985 -4.164
F 1.761 1.780 5.188
C -1.274 -5.942 2.636
H 3.613 7.222 -5.091
C 1.827 1.705 -3.323
```

Atom charges from the Mulliken analysis, given in e for atoms 1 to 8:
1 H 0.37
2 H 0.27
3 C -0.28
4 C -0.50
5 C -0.60
6 H 0.51
7 C -0.03
8 H 0.08

=====

E values (in eV) by entry order: -115314.041 -9866.809 -87948.587 -24105.354 -905280.930 -121787.492.
Strongest force on any atom values (in eV/Å) by entry order: 1.08 3.25 0.67 4.19 3.79 2.10.